Entry 1:
A molecular structure, C14H20NO4PRuS3, computed with wB97M-V/def2-TZVPD.

## Properties
- 2S+1: 2
- LUMO (spin up / spin down): -4.895 / -4.882 eV
- Charge: +1
- HOMO-LUMO gap (spin up / spin down): 6.47 / 6.54 eV
- HOMO (spin up / spin down): -11.36 / -11.42 eV

Atoms and positions in Å:
Ru 1.37655 0.08316 -0.26420
S -0.65713 -0.85838 -0.64775
S 1.82240 -1.99842 0.81462
S 2.04582 1.46363 -1.84407
P 0.45526 -2.56348 -0.54404
O 5.49720 -1.69009 -6.62104
O -0.37477 -3.85722 -0.30971
O 6.80587 -2.29350 -4.94119
O 1.20620 -2.82794 -1.88856
N 1.54476 1.26758 1.30967
C 4.70099 -1.28618 -3.15202
C 3.85264 -0.57953 -2.31764
C 3.32460 0.91562 -4.15803
C 4.16357 0.19050 -4.98104
C 1.75138 2.83351 3.39964
C 1.51187 -3.31836 -4.20793
C 0.65298 2.55017 4.42855
C 4.85789 -0.90874 -4.48194
C 1.64284 1.95545 2.22339
C 0.64183 -3.58302 -3.01029
C -1.36702 -3.99280 0.76450
C 3.16097 0.52037 -2.82372
C -0.77403 -4.76917 1.91072
C 5.71372 -1.68179 -5.44682
H 2.74366 2.68364 3.82573
H 6.94941 -2.04746 -4.01474
H 2.53862 -3.62254 -4.01025
H 1.50098 -2.25980 -4.47180
H 1.70265 3.86197 3.04091
H 0.09880 -4.26063 2.32011
H 0.76909 3.23482 5.26540
H 5.21220 -2.15457 -2.75369
H 1.14193 -3.89178 -5.05818
H -1.51914 -4.85933 2.70207
H 4.28534 0.45814 -6.02203
H -0.38346 -3.24394 -3.16775
H 0.72391 1.53115 4.80418
H 3.74327 -0.88605 -1.28623
H -0.33482 2.69841 3.99662
H 0.63394 -4.63294 -2.72381
H -2.19992 -4.51266 0.29939
H -1.69575 -2.99630 1.06207
H 2.78545 1.76969 -4.54454
H -0.48503 -5.77006 1.59425

***

Entry 2:
A single C21H23N3O5S molecule, computed with wB97M-V/def2-TZVPD.

## Properties
- LUMO: 0.280 eV
- HOMO-LUMO gap: 9.09 eV
- HOMO: -8.81 eV
- SMILES: Cc1noc(NS(=O)(=O)c2ccc(NC(=O)c3ccc(OC(C)C)cc3)cc2)c1C

Atoms and positions in Å:
S -4.89734 1.19109 0.36359
O -3.35370 -1.21211 -1.72583
O 1.68938 2.52406 -1.08392
O -5.42230 2.41315 -0.15687
O 7.32017 0.00403 0.24094
O -5.44066 0.65548 1.57202
N -5.15004 0.03276 -0.87693
N 1.00669 0.85282 0.31759
N -2.67304 -2.36282 -1.46698
C 4.37872 1.99430 -0.32261
C 4.96925 -0.66374 0.18854
C -4.35264 -1.08875 -0.82214
C 1.95022 1.56632 -0.38897
C 7.80628 -2.10426 -0.86687
C -2.73644 -4.20429 0.13373
C 9.19314 -1.19150 1.02801
C 3.33695 1.07256 -0.19781
C -0.36962 1.01649 0.34223
C 3.65448 -0.25878 0.04939
C 7.78906 -1.32489 0.44770
C -3.23010 -2.92276 -0.42668
C -1.10311 0.23341 1.24050
C 5.68614 1.60329 -0.16786
C -3.12102 1.21688 0.44580
C -4.32843 -2.14820 0.04541
C -1.03716 1.91454 -0.49404
C 6.00520 0.26500 0.09458
C -2.41469 2.00164 -0.44461
C -5.23364 -2.45728 1.18267
C -2.47799 0.33369 1.29269
H -0.58791 -0.45886 1.89103
H 1.35980 0.13831 0.93883
H -3.52478 -4.95402 0.09799
H -5.99664 -3.17172 0.87389
H -1.88340 -4.54880 -0.44241
H 7.14609 -1.83296 1.18074
H 9.83126 -0.66186 0.32604
H 4.13227 3.02247 -0.53850
H -2.95491 2.68030 -1.08545
H 2.88128 -1.01353 0.09347
H 9.61206 -2.17481 1.22045
H -0.47001 2.52448 -1.17670
H -5.10668 0.49547 -1.77456
H 6.49517 2.31143 -0.24960
H -4.66922 -2.89842 2.00217
H -2.44376 -4.06999 1.17396
H -5.71995 -1.54877 1.52552
H 6.81410 -2.14423 -1.31015
H 9.16142 -0.62977 1.95772
H -3.06507 -0.25314 1.98053
H 8.47566 -1.61600 -1.57086
H 5.17112 -1.70834 0.36605
H 8.15503 -3.11836 -0.69250

***

Entry 3:
A single C14H30O4S molecule, computed with wB97M-V/def2-TZVPD.

## Properties
- LUMO: 0.521 eV
- HOMO-LUMO gap: 11.05 eV
- HOMO: -10.53 eV
- SMILES: CCCC[C@@H](CC)CC[C@@H](CC(C)C)OS(=O)(=O)O

Atoms and positions in Å:
S 1.29611 1.44298 1.94253
O 1.95178 0.67217 0.95204
O 1.95215 1.76018 3.15963
O -0.09528 0.83108 2.31280
O 0.87222 2.81704 1.24726
C -0.70987 -1.04180 0.91276
C 0.28946 -1.07551 -1.42828
C -0.86478 0.46113 1.16091
C 4.03968 -3.12011 0.07066
C -0.92615 -1.41973 -0.55458
C -2.52447 2.40279 1.43806
C 3.87889 -2.63145 -1.36455
C -2.31870 0.88144 1.37481
C -0.79085 0.46101 -3.15051
C -2.29145 2.93537 2.85170
C -3.93531 2.76585 0.97447
C 1.37179 -2.15611 -1.29230
C 2.77158 -1.58846 -1.51674
C -0.11918 -0.88347 -2.89395
H 1.17537 -2.96624 -2.00019
H 0.72231 -0.13906 -1.06647
H -2.31542 4.02338 2.85807
H 0.30246 -1.31585 1.21138
H 4.92229 -3.75015 0.16075
H -1.80557 2.87538 0.75952
H -3.07288 2.57492 3.51822
H 3.67435 -3.48213 -2.02019
H 2.83101 -1.15953 -2.51996
H -0.78985 -1.69357 -3.19164
H -1.81365 -0.90649 -0.92755
H 3.17744 -3.70227 0.38556
H -1.70518 0.56499 -2.57059
H 0.76060 3.47652 1.93244
H -1.33329 2.59979 3.23900
H -1.04525 0.56395 -4.20329
H 4.14702 -2.27258 0.74379
H -0.12082 1.27341 -2.87794
H -2.89350 0.47290 0.54202
H -1.11964 -2.49244 -0.62386
H -4.09385 3.83915 1.04698
H 2.93277 -0.78342 -0.79666
H -1.41014 -1.58022 1.55458
H -4.67779 2.26795 1.59435
H -0.44243 1.01437 0.31634
H -4.09315 2.46720 -0.05928
H 1.32809 -2.57567 -0.28778
H 4.82164 -2.18475 -1.68926
H 0.77165 -0.94711 -3.52080
H -2.68219 0.42318 2.29573

***

Entry 4:
A molecular structure, C26H27Cl2F5N6O3S2TeW, computed with wB97M-V/def2-TZVPD.

## Properties
- LUMO: -7.481 eV
- Charge: +2
- HOMO-LUMO gap: 5.09 eV
- HOMO: -12.57 eV

Atoms and positions in Å:
W 1.24235 1.03962 1.16932
Te -0.14229 4.02465 2.14308
Cl -2.32589 -2.38790 -0.29850
Cl -4.39001 0.60891 -4.29535
S 1.02286 -1.45917 0.85134
S 0.67123 -0.08895 3.32200
F 2.38912 2.38388 1.73981
F 2.39535 0.84570 -0.30341
F 0.97866 3.60290 3.66871
F -1.66772 3.95739 0.99748
F -1.43969 4.17337 3.46115
O -0.20036 0.76892 -0.28469
O 0.80907 2.64211 -0.27761
O -0.15274 2.11719 1.92583
N -2.38069 -0.06979 -2.17684
N -1.94484 0.43869 3.62363
N 3.61857 -1.37987 0.08922
N -0.53169 1.49571 5.08785
N 2.32418 -2.12199 -1.47787
N 3.26924 0.02864 1.98432
C 1.13136 -2.53533 -2.22207
C 2.33955 -1.67437 -0.22663
C -4.44892 -0.78362 -3.27415
C 5.02023 0.31321 3.60222
C -2.28523 -0.39533 2.47233
C -1.42508 0.11427 -3.20438
C 4.06249 -0.82412 1.31635
C -5.59030 -2.77000 -2.56216
C 4.42216 -1.63949 -1.01250
C -4.62110 -2.98661 -1.59730
C 0.38487 1.42313 -4.11995
C -1.29793 -0.77257 -4.26899
C 3.75124 0.54565 3.12223
C -0.33753 -0.56158 -5.24690
C -0.80938 2.28254 -2.07052
C -0.05481 1.92764 -0.85466
C 0.52103 0.52544 -5.16877
C 3.61280 -2.11199 -1.97987
C -3.56363 -2.10095 -1.50538
C -1.59929 2.04928 5.91535
C 5.32260 -1.17582 1.76613
C -5.50299 -1.67110 -3.40204
C -0.59259 1.23862 -3.15132
C -3.43767 -0.98162 -2.32880
C -0.72759 0.73288 4.03665
C 5.82063 -0.58294 2.91405
H 3.09945 1.23142 3.64209
H 1.01892 2.30095 -4.07367
H -1.94700 -0.15015 -1.26783
H 5.35268 0.81002 4.50132
H -1.87285 2.29347 -1.80543
H -2.71273 0.90612 4.08453
H -1.72406 -1.32559 2.50165
H 3.83144 -2.43060 -2.98369
H -2.31182 2.60879 5.30972
H 1.23049 -2.18661 -3.24679
H -1.96261 -1.62519 -4.33551
H -6.25878 -1.48181 -4.15121
H 0.25821 -2.07378 -1.76740
H 1.26408 0.69385 -5.93610
H -1.15669 2.74415 6.62241
H -2.10204 1.25235 6.46340
H -3.34461 -0.62932 2.52728
H -0.50294 3.27535 -2.39268
H 5.47689 -1.43322 -1.01863
H 0.41796 1.78379 5.26320
H -0.26527 -1.25033 -6.07883
H -2.08739 0.13081 1.53811
H 5.90181 -1.90912 1.22391
H -6.41975 -3.45648 -2.65713
H 6.81447 -0.83029 3.26201
H -4.67178 -3.83541 -0.93039
H 1.03429 -3.61842 -2.19275

***

Entry 5:
A molecular structure, C3H2CoO3, computed with wB97M-V/def2-TZVPD.

## Properties
- 2S+1: 6
- LUMO (spin up / spin down): 0.138 / -2.318 eV
- HOMO-LUMO gap (spin up / spin down): 8.21 / 7.90 eV
- HOMO (spin up / spin down): -8.07 / -10.22 eV

Atoms and positions in Å:
Co -1.39106 0.37573 1.40765
O 0.52901 -2.55813 1.22983
O 0.65852 -0.63004 -1.32952
O -0.88125 1.99918 0.63459
C 0.09630 1.31903 -0.04196
C -0.14667 0.32859 -0.96449
C 1.16326 -2.77422 0.30551
H 1.14278 1.58833 0.17876
H -1.17089 0.35152 -1.42038

***

Entry 6:
A molecular structure, C32H43BrFeN5OPTe, computed with wB97M-V/def2-TZVPD.

## Properties
- 2S+1: 5
- LUMO (spin up / spin down): 4.121 / 4.122 eV
- Charge: -2
- HOMO-LUMO gap (spin up / spin down): 3.57 / 4.73 eV
- HOMO (spin up / spin down): 0.55 / -0.61 eV

Atoms and positions in Å:
Te -0.72914 0.52066 3.41850
Br 5.34343 -4.52830 2.05934
Fe -0.20499 0.36465 0.93989
P 0.43084 3.64552 -0.04341
O 1.74301 0.21191 1.11700
N 0.04170 2.19624 0.18578
N -0.34847 -1.66671 0.65637
N -2.10245 0.22088 0.31391
N 1.07698 -0.80524 -3.98627
N 0.23655 -0.31707 -2.01095
C 4.17950 -3.03990 1.76209
C -2.93523 1.24613 0.14958
C -0.79032 -0.55184 -2.89248
C -2.52126 -1.03182 0.03186
C 4.68941 -1.74623 1.81014
C -3.83316 -1.30148 -0.45201
C 3.11713 2.96315 0.42031
C 3.83534 -0.68497 1.59535
C -1.97120 -3.40001 -0.08872
C 2.71420 -0.31522 -2.13959
C 2.44790 -0.84191 1.33026
C 2.80968 5.42589 0.33126
C -3.25100 -3.64830 -0.56038
C 0.60451 -2.52837 0.93207
C -0.29711 -0.85734 -4.12362
C -4.23192 1.07880 -0.31248
C -4.18656 -2.64375 -0.74624
C -0.80171 4.94891 0.67317
C -1.25191 4.43359 2.04775
C 2.13539 4.10361 0.72175
C -1.57755 -2.07722 0.21968
C -2.04922 5.01839 -0.22010
C 0.50667 4.02139 -1.93319
C 1.71063 3.27165 -2.51875
C 1.34027 -0.46941 -2.68898
C -4.68196 -0.19698 -0.61629
C 2.84550 -3.25161 1.49804
C 0.58785 5.47700 -2.40539
C -0.73357 3.35891 -2.55107
C 1.94657 4.08678 2.24467
C -0.32139 6.39871 0.83166
C 1.95801 -2.18659 1.27174
H -2.20386 4.90603 2.31305
H -1.16004 7.00954 1.18981
H 2.65841 3.75483 -2.29225
H 0.39659 -3.59686 0.90547
H -0.77476 -1.10186 -5.05629
H -0.53758 4.67744 2.83359
H 2.18926 6.30480 0.50612
H 3.33062 0.32374 -2.77786
H -1.82139 -0.48957 -2.58269
H -2.42760 4.03807 -0.48888
H 1.40294 4.95310 2.61594
H -4.86961 1.94710 -0.42572
H -2.50339 2.19856 0.40637
H 1.44138 6.01028 -1.98678
H 1.73521 2.24587 -2.14386
H 2.45921 -4.26396 1.44952
H 2.63718 1.99263 0.55333
H -1.27312 -4.21802 0.01443
H -0.91158 2.39725 -2.06515
H 0.47415 6.49284 1.56860
H -5.69190 -0.35533 -0.98186
H -2.83533 5.54766 0.32939
H -0.55838 3.18908 -3.61987
H 2.93602 4.09715 2.71555
H 0.02576 6.84230 -0.10400
H 3.54348 3.02577 -0.57812
H -3.52603 -4.67250 -0.79782
H -0.31089 6.04772 -2.17389
H 1.60931 3.24431 -3.61018
H -1.37204 3.34951 2.06760
H 1.76235 -0.96255 -4.69900
H 3.71945 5.54660 0.93348
H 3.12248 5.43468 -0.71314
H -1.62821 3.97340 -2.45864
H 3.95107 3.03428 1.13005
H 1.42575 3.18183 2.56526
H 0.70087 5.49145 -3.49735
H -5.18188 -2.86194 -1.11610
H 4.20221 0.33417 1.63249
H -1.87295 5.57120 -1.14349
H 2.62721 0.14369 -1.15646
H 3.21281 -1.28068 -2.02623
H 5.73944 -1.58042 2.01855

***

Entry 7:
A single C3H8N2 molecule, computed with wB97M-V/def2-TZVPD.

## Properties
- LUMO: 1.048 eV
- HOMO-LUMO gap: 9.73 eV
- HOMO: -8.68 eV
- SMILES: CC(C)=NN

Atoms and positions in Å:
N -1.24072 -0.29410 0.19104
N -1.19986 -1.68863 0.28474
C -0.10306 0.25912 -0.00049
C 1.21774 -0.48643 -0.18083
C -0.19148 1.77132 -0.24691
H 1.52590 -0.91828 0.78670
H 2.03574 0.23002 -0.42203
H 0.29907 2.35846 0.52315
H -2.03023 -2.00520 0.75256
H 1.10601 -1.28745 -0.95379
H -1.26294 2.04536 -0.20306
H -0.32035 -2.05782 0.71270
H 0.16417 2.07365 -1.24377

***

Entry 8:
A molecular structure, C60H57F9O2, computed with wB97M-V/def2-TZVPD.

## Properties
- LUMO: 0.309 eV
- HOMO-LUMO gap: 7.88 eV
- HOMO: -7.57 eV

Atoms and positions in Å:
F -1.14372 -3.63158 -4.88378
F 0.73764 1.80063 -0.09743
F 0.47872 -0.21285 2.20105
F 3.94694 1.36074 -0.60862
F -2.53184 5.42247 -1.00772
F -4.04803 -3.35064 -1.69417
F 1.45109 -1.21704 -6.16336
F 1.31946 -5.90521 1.61215
F -2.24260 -1.66599 1.27836
O -1.77809 -0.59361 -1.34339
O 2.36659 -1.77801 -0.34151
C 0.13851 1.94122 5.06851
C -3.15638 -0.89057 4.74848
C 1.91785 -1.20591 -4.93510
C -3.16116 0.23853 2.28386
C 2.47716 2.11507 -4.33965
C 0.44526 0.12535 -1.64611
C -3.58406 0.43178 4.62570
C -3.58316 0.99719 3.38014
C -2.71084 -1.04055 2.36572
C 2.42378 1.99842 4.33684
C -0.16024 1.02428 4.03865
C 1.69121 -3.83370 2.81750
C 3.68374 -0.52201 -3.43911
C 2.69597 4.74414 0.66856
C -6.14304 -0.85083 -3.27437
C -0.39587 -4.16855 1.69753
C -1.76751 -3.23946 -2.60760
C -2.20382 3.85900 0.78756
C 1.59612 1.86087 -3.33184
C -4.15303 -1.02656 -1.40109
C -1.40171 -3.27429 -1.28639
C 1.42951 2.41568 5.19383
C 0.35524 3.49504 1.55682
C 1.80187 -1.75253 -2.62248
C -0.78065 -2.93380 2.18398
C -2.34332 3.15585 -1.52448
C 2.25793 3.58255 0.01025
C 2.12143 1.14111 3.25760
C 4.35016 1.99234 -2.87848
C 3.00314 -1.11887 -2.37971
C -0.31780 -1.11950 0.53644
C 1.06514 2.99351 0.43592
C -1.98078 1.52720 0.25792
C 0.49812 -3.91289 -3.16482
C 2.52663 0.51964 0.44013
C 0.83040 0.63174 3.18214
C -4.58477 -2.17188 -2.03980
C -0.07369 -3.48741 -0.89188
C -2.40010 4.16361 -0.59845
C 0.87175 -4.67124 2.04179
C -0.61492 -0.62522 -0.90242
C 3.82060 2.12451 -4.17927
C 2.01668 5.19169 1.78618
C 2.65318 -0.98406 0.58961
C 0.88557 -3.85973 -1.82266
C -2.66134 -1.59974 3.61129
C 3.11781 -1.44659 1.97891
C 1.36986 -2.51324 3.19170
C -5.62962 0.32074 -2.69595
C 0.81657 4.60474 2.18671
C 0.09163 -2.09901 2.87568
C -1.99532 2.56200 1.22630
C 3.53168 1.66981 -1.84959
C -5.52811 -2.07554 -3.00111
C 3.16426 -0.58540 -4.73996
C -4.67749 0.24343 -1.71361
C -2.12894 1.82385 -1.10517
C 1.20418 -1.79087 -3.90836
C 2.12516 1.61148 -2.08937
C -0.81763 -3.62242 -3.57018
H 0.15230 0.29555 -2.68211
H 4.64507 -0.08725 -3.20843
H 1.41534 -0.36488 -1.56409
H 5.40381 1.96292 -2.64324
H -1.74504 -2.57896 1.85168
H -6.89681 -0.78471 -4.04499
H 1.22854 -4.25978 -3.88076
H 2.44730 6.00381 2.35313
H -1.71662 2.34442 2.24679
H -6.09143 1.24213 -3.01871
H 0.53232 1.07143 -1.11181
H 3.54043 5.28735 0.27079
H -3.25877 -1.40142 5.69449
H -3.18918 0.72540 1.32023
H 3.46471 1.06626 0.53664
H -2.21691 -3.12776 -0.59329
H -2.81790 -3.15878 -2.84543
H 1.75209 0.93414 1.08538
H 1.57753 1.31832 -1.20587
H 0.52006 1.85738 -3.42400
H 4.51135 2.11956 -5.00948
H 0.17277 -3.37121 0.15317
H 2.04974 2.41024 -5.28653
H -1.16667 -4.70036 1.15952
H -5.91667 -2.97113 -3.46300
H 3.34938 -1.03491 -1.36016
H 2.16617 -1.94714 3.65194
H -3.32710 -1.19838 -0.72676
H -0.62865 2.32196 5.72646
H 1.62901 3.12353 5.98473
H -3.76432 2.04980 3.22024
H -2.09366 1.08980 -1.89658
H -0.21899 -1.09472 3.12330
H 2.20593 0.72867 -0.58043
H 1.87809 -4.16861 -1.52958
H -4.00435 0.91241 5.49676
H -1.83252 0.47407 0.44594
H 0.74808 -1.04932 0.75345
H -0.56261 -2.16753 0.70911
H 2.71831 -4.10643 3.01004
H 2.97189 -2.52507 2.03947
H 0.29755 -2.33117 -4.13746
H 4.18795 -1.24431 2.02357
H -2.23342 4.68883 1.47816
H 1.28767 -2.25934 -1.81927
H 3.76593 -0.22627 -5.56178
H -1.10929 0.51194 3.98185
H 3.43357 2.35395 4.47940
H -2.36637 -2.63864 3.60225
H -2.38261 3.46740 -2.55782
H -4.23070 1.14926 -1.33121
H 2.90611 0.85334 2.57360
H -0.91077 -0.49530 1.20491
H 2.62129 3.21676 -0.93874
H 0.38541 4.87791 3.13849
H -0.48906 2.91185 1.89363
H 2.62575 -0.98992 2.83765

***

no.,molecular weight (g/mol),strongest force on any atom (eV Å⁻¹)
1,494.6,0.8
2,429.5,1.6
3,294.5,1.6
4,1013.0,0.4
5,145.0,4.1
6,808.1,1.0
7,72.1,1.4
8,981.1,9.9